Record 1
Below is an isolated molecule of C5H9NO, with properties calculated with ωB97M-V/def2-TZVPD.

Each line ends with the natural charge from an NBO analysis.
Cartesian coordinates (Å):
C 2.32 -0.26 0.20  -0.6169
C 1.01 0.36 -0.28  -0.3087
C -0.14 -0.38 -1.04  -0.1911
N -1.01 -0.03 0.08  -0.4261
C -2.43 0.01 0.25  -0.4165
C -0.03 0.54 0.83  0.6861
O -0.01 0.96 1.97  -0.6076
H 2.23 -1.34 0.33  0.2110
H 2.55 0.16 1.18  0.2350
H 3.17 -0.06 -0.46  0.2134
H 1.17 1.30 -0.82  0.2228
H -0.46 0.08 -1.99  0.1835
H 0.00 -1.45 -1.19  0.1878
H -2.60 0.43 1.25  0.2351
H -2.90 0.66 -0.50  0.1930
H -2.87 -0.99 0.20  0.1992

Results
Calculated total energy: -325.899046 hartree
Spin multiplicity: 1
SMILES string: C[C@H]1CN(C)C1=O
Net charge: 0
LUMO: 0.883 eV



Record 2
Below is C5H9NO as an isolated structure at a distorted geometry, with properties calculated with ωB97M-V/def2-TZVPD.

Each line ends with the natural charge from an NBO analysis.
Cartesian coordinates (Å):
C -1.18 -0.70 0.79  -0.5794
C -0.13 0.49 -0.06  -0.1109
C -0.30 0.16 -1.56  -0.6167
C 1.38 0.33 0.29  -0.0628
O 1.74 -1.00 -0.06  -0.7314
C -0.97 1.32 0.75  0.2553
N -1.64 1.92 1.49  -0.3798
H -0.40 -1.42 0.80  0.2230
H -1.66 -0.66 1.80  0.2511
H -1.99 -0.89 0.08  0.2176
H -1.28 0.43 -1.93  0.2259
H -0.15 -0.92 -1.64  0.2355
H 0.46 0.60 -2.24  0.2272
H 2.03 1.04 -0.25  0.1811
H 1.50 0.52 1.36  0.1822
H 2.57 -1.22 0.38  0.4820

Results
Calculated total energy: -325.812775 hartree
Spin multiplicity: 1
Net charge: 0
LUMO: 0.514 eV



Record 3
Below is an isolated molecule of C5H9NO at a distorted geometry, with properties calculated with ωB97M-V/def2-TZVPD.

Each line ends with the natural charge from an NBO analysis.
Cartesian coordinates (Å):
C -1.28 -0.84 -0.28  -0.6695
C -0.16 0.18 -0.24  0.0678
C -0.62 1.57 -0.72  -0.6694
C 0.64 0.26 1.00  -0.2920
N 1.35 -0.98 0.97  -0.6824
C 1.47 -1.19 -0.48  0.6873
O 2.17 -1.96 -1.07  -0.5473
H -1.45 -1.06 -1.33  0.2273
H -2.24 -0.50 0.14  0.2027
H -0.97 -1.76 0.23  0.2287
H -1.67 1.79 -0.47  0.2187
H -0.54 1.60 -1.80  0.2347
H -0.02 2.38 -0.30  0.2137
H 1.32 1.12 0.99  0.1835
H -0.15 0.42 1.74  0.2039
H 2.14 -1.03 1.61  0.3921

Results
Calculated total energy: -325.819958 hartree
Spin multiplicity: 1
Net charge: 0
LUMO (spin up / spin down): 0.850 / 0.850 eV



Record 4
Below is an isolated molecule of C5H9NO at a distorted geometry, with properties calculated with ωB97M-V/def2-TZVPD.

Each line ends with the natural charge from an NBO analysis.
Cartesian coordinates (Å):
C -0.41 1.60 -1.55  -0.4152
N -0.81 0.46 -0.72  -0.4091
C -1.28 0.84 0.62  -0.2637
C 0.04 0.23 0.38  -0.1200
C 0.78 -0.81 0.80  0.3717
O 1.31 -0.62 2.04  -0.6492
C 1.03 -2.08 0.05  -0.6758
H -1.29 1.99 -2.09  0.1992
H 0.31 1.25 -2.29  0.2009
H 0.05 2.42 -0.98  0.1713
H -1.35 1.89 0.87  0.1922
H -2.10 0.21 0.97  0.2060
H 1.03 0.31 2.08  0.4865
H 2.04 -2.51 0.03  0.2286
H 0.38 -2.86 0.46  0.2356
H 0.73 -1.91 -0.97  0.2408

Results
Calculated total energy: -325.797077 hartree
Spin multiplicity: 1
SMILES string: C/C(O)=C1/CN1C
Net charge: 0
LUMO: 0.861 eV



Record 5
Below is an isolated molecule of C5H9NO at a distorted geometry, with properties calculated with ωB97M-V/def2-TZVPD.

Each line ends with the natural charge from an NBO analysis.
Cartesian coordinates (Å):
C 1.02 -1.93 -1.71  -0.7449
C -0.03 -1.71 -0.69  0.0922
N 0.30 -0.93 0.31  -0.5624
C -0.86 -0.19 0.79  -0.2763
C -0.69 1.25 0.31  0.0331
C -0.46 2.33 1.26  -0.1023
O 0.61 1.79 0.51  -0.5039
H 0.50 -1.76 -2.66  0.2420
H 1.33 -2.98 -1.70  0.2407
H 1.88 -1.25 -1.64  0.1819
H -1.56 -0.81 0.18  0.2674
H 1.23 -0.52 0.48  0.3811
H -1.01 -0.21 1.88  0.1896
H -1.09 1.49 -0.68  0.1949
H -0.74 3.36 1.03  0.1872
H -0.44 2.07 2.32  0.1798

Results
Calculated total energy: -325.767005 hartree
Spin multiplicity: 1
Net charge: 0
LUMO: 1.138 eV



Record 6
Below is an isolated molecule of C5H9NO at a distorted geometry, with properties calculated with ωB97M-V/def2-TZVPD.

Each line ends with the natural charge from an NBO analysis.
Cartesian coordinates (Å):
C -0.66 -0.69 -0.62  -0.2501
C 0.28 -1.79 -1.00  -0.6521
C -1.65 1.25 0.56  -0.6322
C -0.47 0.37 0.19  0.1707
C 2.01 0.49 0.41  0.5306
N 0.72 0.78 0.76  -0.6212
O 2.97 0.94 1.03  -0.5936
H -1.66 -0.84 -1.02  0.2023
H 0.67 1.49 1.48  0.4074
H 2.13 -0.14 -0.48  0.1298
H 1.02 -1.99 -0.22  0.2120
H 0.77 -1.57 -1.95  0.2170
H -0.29 -2.72 -1.12  0.2212
H -1.48 2.27 0.22  0.2151
H -1.78 1.26 1.65  0.2142
H -2.58 0.90 0.12  0.2290

Results
Calculated total energy: -325.902248 hartree
Spin multiplicity: 1
SMILES string: C/C=C(/C)NC=O
Net charge: 0
LUMO: 0.887 eV



Record 7
Below is an isolated molecule of C5H9NO, with properties calculated with ωB97M-V/def2-TZVPD.

Each line ends with the natural charge from an NBO analysis.
Cartesian coordinates (Å):
C 1.31 -1.20 -0.02  -0.6225
C 0.64 0.14 0.16  0.2303
O 1.61 1.00 0.70  -0.7066
C -0.11 0.75 -1.04  -0.2622
N -1.33 1.04 -0.22  -0.3806
C -1.85 -0.27 0.15  -0.2720
C -0.70 0.26 0.91  -0.1262
H 1.82 -1.51 0.90  0.2240
H 2.06 -1.12 -0.81  0.2190
H 0.59 -1.98 -0.30  0.2098
H 1.20 1.87 0.82  0.4689
H -0.31 0.08 -1.89  0.1896
H 0.37 1.66 -1.41  0.2088
H -1.72 -1.10 -0.54  0.1926
H -2.82 -0.23 0.63  0.2173
H -0.78 0.58 1.94  0.2100

Results
Calculated total energy: -325.836909 hartree
Spin multiplicity: 1
SMILES string: C[C@@]1(O)CN2C[C@H]21
Net charge: 0
LUMO: 1.023 eV



Record 8
Below is a 2-piece molecular cluster, C5H9NO overall at a distorted geometry, with properties calculated with ωB97M-V/def2-TZVPD.

Each line ends with the natural charge from an NBO analysis.
Cartesian coordinates (Å):
C -1.10 -0.35 -0.56  -0.6621
C -0.24 -0.65 0.66  -0.3360
C 0.32 0.74 0.96  -0.4753
C 0.76 1.23 -0.40  -0.0228
O 1.01 -0.02 -2.11  -0.9012
C -0.83 -1.35 1.81  0.2837
N -1.25 -1.95 2.71  -0.3273
H 0.05 -0.20 -1.72  0.4752
H -1.82 0.45 -0.37  0.1917
H -1.64 -1.22 -0.97  0.2123
H 0.61 -1.27 0.36  0.2230
H -0.49 1.39 1.32  0.2331
H 1.14 0.75 1.69  0.2256
H 1.83 1.30 -0.56  0.1990
H 0.20 2.00 -0.91  0.2095
H 1.53 -0.81 -1.90  0.4715

Results
Calculated total energy: -325.723067 hartree
Spin multiplicity: 1
Net charge: 0
LUMO (spin up / spin down): -1.145 / -0.719 eV



Record 9
Below is a 2-piece molecular cluster, C5H9NO overall at a distorted geometry, with properties calculated with ωB97M-V/def2-TZVPD.

Each line ends with the natural charge from an NBO analysis.
Cartesian coordinates (Å):
C 1.50 -1.68 0.05  -0.7183
C -1.14 0.32 0.27  0.1552
C -0.98 0.37 -1.20  -0.8045
C -0.62 1.50 0.96  -0.2808
O 0.02 2.49 0.18  -0.7423
C 0.46 -2.71 0.15  0.2856
N -0.34 -3.53 0.22  -0.3215
H 1.18 -0.78 0.58  0.2464
H 2.42 -2.05 0.51  0.2541
H 1.69 -1.44 -0.99  0.2535
H -1.07 -0.61 -1.68  0.2326
H -0.13 0.95 -1.58  0.2278
H -1.88 0.95 -1.50  0.2843
H -1.50 1.91 1.50  0.2340
H 0.03 1.12 1.77  0.2199
H 0.34 3.19 0.75  0.4740

Results
Calculated total energy: -325.758210 hartree
Spin multiplicity: 1
Net charge: 0
LUMO: 0.095 eV



Record 10
Below is an isolated molecule of C5H9NO, with properties calculated with ωB97M-V/def2-TZVPD.

Each line ends with the natural charge from an NBO analysis.
Cartesian coordinates (Å):
N 2.85 1.02 0.15  -0.6158
C 1.45 0.73 -0.04  0.4501
C 2.05 -0.29 0.47  -0.2432
C -1.00 -1.43 0.01  -0.6163
C -1.55 -0.08 -0.46  -0.4297
C -0.86 1.14 0.13  -0.0576
O 0.43 1.44 -0.45  -0.4743
H 3.33 0.87 -0.75  0.3165
H 0.00 -1.62 -0.39  0.2172
H 2.19 -1.13 1.12  0.2325
H -0.95 -1.47 1.10  0.2026
H -1.65 -2.24 -0.32  0.2143
H -1.52 -0.01 -1.55  0.2128
H -2.60 0.00 -0.18  0.2106
H -0.72 1.03 1.21  0.1816
H -1.44 2.04 -0.06  0.1986

Results
Calculated total energy: -325.768993 hartree
Spin multiplicity: 1
SMILES string: CCCOC1=CN1
Net charge: 0
LUMO: 0.971 eV



Record 11
Below is a 2-piece molecular cluster, C5H9NO overall at a distorted geometry, with properties calculated with ωB97M-V/def2-TZVPD.

Each line ends with the natural charge from an NBO analysis.
Cartesian coordinates (Å):
C 2.53 0.84 -0.24  -0.2545
O 1.51 1.12 0.70  -0.7351
C -0.39 -1.41 0.54  -0.3198
C -1.47 -0.82 0.01  -0.1245
C -1.55 0.62 -0.41  -0.6385
C -2.66 -1.62 -0.18  0.2618
N -3.63 -2.24 -0.33  -0.3184
H 2.93 1.76 -0.70  0.1702
H 2.08 0.24 -1.03  0.1870
H 3.36 0.27 0.20  0.1685
H -0.39 -2.46 0.81  0.2081
H 0.51 -0.82 0.73  0.2253
H 1.90 1.56 1.46  0.4745
H -2.42 1.11 0.04  0.2243
H -0.65 1.15 -0.11  0.2481
H -1.66 0.70 -1.50  0.2230

Results
Calculated total energy: -325.861432 hartree
Spin multiplicity: 1
SMILES string: C=C(C)C#N.CO
Net charge: 0
LUMO: 0.478 eV



Record 12
Below is an isolated molecule of C5H9NO at a distorted geometry, with properties calculated with ωB97M-V/def2-TZVPD.

Each line ends with the natural charge from an NBO analysis.
Cartesian coordinates (Å):
C -2.98 -0.16 -0.13  0.5235
C -0.72 0.05 0.12  0.1923
C 1.27 0.91 -1.00  -0.6081
C 1.54 -0.67 1.03  -0.6058
C 0.63 -0.27 -0.21  -0.2908
N -1.68 -0.59 -0.44  -0.4807
O -3.34 0.96 -0.31  -0.5486
H -3.74 -0.92 0.34  0.1223
H -0.92 0.85 0.87  0.1747
H 0.48 1.14 -1.70  0.2218
H 2.32 0.84 -1.33  0.2306
H 1.41 1.71 -0.27  0.2027
H 2.36 -1.23 0.57  0.2239
H 1.00 -1.50 1.46  0.2084
H 1.69 0.09 1.79  0.2133
H 0.68 -1.21 -0.79  0.2204

Results
Calculated total energy: -325.861797 hartree
Spin multiplicity: 1
SMILES string: CC(C)/C=N/C=O
Net charge: 0
LUMO: 0.696 eV



Summary of energy above the lowest of the compared OMol25 structures with the same formula, charge and spin in kJ/mol
101.1; 327.6; 308.7; 368.8; 447.8; 92.7; 264.2; 563.1; 470.9; 442.6; 199.9; 198.9
(order as listed above)
Summary of molar mass in g mol⁻¹
99.13; 99.13; 99.13; 99.13; 99.13; 99.13; 99.13; 99.13; 99.13; 99.13; 99.13; 99.13
(order as listed above)